1.
Density functional theory data (the ωB97M-V functional and the def2-TZVPD basis) for a molecular structure, C11H34BN3P2Pm.

Computed properties:
Total charge: +2
HOMO level (spin up / spin down) in eV: -13.560 / -14.835
HOMO-LUMO gap (spin up / spin down) in Ha: 0.2632 / 0.3107
2S+1: 6

Each line ends with the Löwdin spin population.
Element x y z (Å)
Pm (-0.01, 0.00, -0.22)  4.2700
H (4.63, 0.45, -4.00)  0.0001
H (-2.00, -0.71, -1.92)  0.0165
P (0.98, -2.58, -0.62)  -0.0006
P (0.95, 2.64, -0.48)  -0.0029
C (2.68, 3.20, -0.33)  -0.0006
H (2.71, 4.30, -0.39)  -0.0001
H (3.08, 2.88, 0.64)  -0.0003
H (3.30, 2.77, -1.13)  0.0000
C (0.51, 3.39, -2.09)  0.0027
H (-0.57, 3.62, -2.10)  0.0001
H (1.09, 4.31, -2.22)  0.0000
H (0.74, 2.70, -2.91)  0.0011
C (0.15, 3.81, 0.68)  -0.0007
H (0.36, 3.48, 1.71)  0.0001
H (0.56, 4.82, 0.52)  -0.0002
H (-0.94, 3.82, 0.52)  0.0001
C (1.59, -3.17, -2.23)  0.0008
H (1.58, -4.27, -2.23)  -0.0002
H (0.97, -2.80, -3.05)  -0.0004
H (2.62, -2.81, -2.37)  0.0000
C (2.27, -3.28, 0.46)  -0.0007
H (2.08, -3.00, 1.51)  -0.0001
H (2.26, -4.38, 0.37)  -0.0001
H (3.25, -2.89, 0.16)  -0.0001
C (-0.36, -3.80, -0.29)  -0.0008
H (-1.14, -3.73, -1.06)  0.0001
H (0.09, -4.80, -0.30)  -0.0002
H (-0.81, -3.60, 0.69)  0.0001
H (-2.40, -0.62, -3.56)  0.0173
H (-2.19, 0.75, -2.68)  0.0031
H (-0.06, 0.97, -3.64)  0.0499
H (0.13, -1.14, -3.54)  0.0484
B (-0.31, -0.10, -3.17)  0.4980
N (-1.82, -0.20, -2.83)  0.1260
H (4.02, 0.40, -3.61)  0.0000
H (1.85, 0.07, 0.38)  -0.0285
C (-1.49, -0.07, 5.42)  -0.0002
C (-1.65, -0.06, 3.96)  -0.0011
C (-2.82, -0.03, 3.19)  0.0001
C (-2.42, -0.01, 1.86)  0.0012
N (-1.04, -0.04, 1.80)  0.0004
N (-0.62, -0.08, 3.12)  0.0005
C (-3.29, 0.02, 0.67)  0.0013
H (-2.00, 0.79, 5.88)  -0.0001
H (-1.95, -0.97, 5.86)  -0.0001
H (-0.43, -0.04, 5.70)  0.0000
H (-3.83, -0.03, 3.55)  0.0001
H (0.37, -0.10, 3.35)  -0.0002
H (-3.90, -0.90, 0.58)  0.0000
H (-4.01, 0.85, 0.71)  0.0000
H (-2.75, 0.14, -0.30)  0.0002


2.
Density functional theory data (the ωB97M-V functional and the def2-TZVPD basis) for a gas-phase ion, C3H5IN3 (charge +1).

Computed properties:
Total charge: +1
HOMO level (spin up / spin down) in eV: -10.015 / -13.575
HOMO-LUMO gap (spin up / spin down) in Ha: 0.1863 / 0.2147
2S+1: 3
ΔE to the lowest compared entry with this formula, charge and spin in eV: 3.4893

Each line ends with the Löwdin spin population.
Element x y z (Å)
C (-1.22, 0.65, 0.07)  0.0949
C (-0.16, -1.26, -1.02)  0.4621
C (0.05, 1.17, 2.08)  0.0318
N (-1.16, -0.42, -0.71)  0.5102
N (-0.60, 0.94, 1.12)  0.1124
N (1.00, -0.81, -1.52)  0.5161
I (2.47, -1.77, -2.57)  0.2131
H (-2.07, 1.21, -0.21)  0.0115
H (-0.43, -2.35, -1.10)  0.0204
H (1.09, 1.68, 1.96)  0.0182
H (-0.16, 0.75, 3.04)  0.0092
H (1.19, 0.22, -1.14)  -0.0001


3.
Density functional theory data (the ωB97M-V functional and the def2-TZVPD basis) for a molecular structure, C34H32F10N5SiTc.

Computed properties:
Total charge: -1
HOMO level (spin up / spin down) in eV: -4.064 / -4.411
HOMO-LUMO gap (spin up / spin down) in Ha: 0.2306 / 0.2496
2S+1: 2
ΔE to the lowest compared entry with this formula, charge and spin in eV: 0.0000

Each line ends with the Löwdin spin population.
Element x y z (Å)
Tc (-0.54, -0.66, -0.77)  0.8101
C (-2.83, -2.46, -2.83)  0.0038
N (-1.39, -2.28, -2.77)  0.0514
C (-0.66, -3.48, -2.43)  0.0029
C (-1.06, -4.02, -1.05)  0.0019
N (-1.02, -2.97, -0.05)  0.0031
C (-1.42, -3.26, 1.17)  0.0001
C (-1.80, -4.52, 1.72)  -0.0002
F (-1.81, -5.65, 0.95)  0.0000
C (-2.16, -4.70, 3.04)  0.0000
F (-2.47, -5.94, 3.47)  0.0000
C (-2.19, -3.63, 3.94)  -0.0001
F (-2.56, -3.82, 5.23)  0.0000
C (-1.83, -2.37, 3.46)  0.0000
F (-1.83, -1.32, 4.29)  0.0000
C (-1.47, -2.21, 2.14)  0.0001
F (-1.12, -0.97, 1.72)  0.0046
C (-0.88, -1.62, -3.97)  0.0016
C (-0.81, -0.10, -3.75)  0.0019
N (0.08, 0.16, -2.64)  -0.0005
C (0.68, 1.36, -2.56)  -0.0016
C (0.38, 2.52, -3.26)  0.0121
F (-0.56, 2.57, -4.25)  0.0032
C (0.94, 3.77, -2.89)  -0.0006
F (0.51, 4.86, -3.56)  -0.0013
C (1.84, 3.93, -1.89)  0.0118
F (2.30, 5.19, -1.63)  0.0030
C (2.50, 2.78, -1.22)  0.0012
F (4.82, 2.21, -0.61)  0.0001
C (1.77, 1.50, -1.61)  -0.0006
F (3.48, 0.24, -0.39)  -0.0007
H (-3.11, -3.25, -3.54)  0.0017
H (-3.29, -1.52, -3.13)  0.0008
H (-3.20, -2.72, -1.84)  0.0004
H (0.40, -3.24, -2.43)  0.0019
H (-0.83, -4.29, -3.17)  0.0002
H (-0.36, -4.83, -0.80)  0.0000
H (-2.06, -4.45, -1.11)  0.0001
H (-1.52, -1.84, -4.84)  0.0009
H (0.13, -1.97, -4.18)  0.0003
H (-1.82, 0.29, -3.53)  0.0014
H (-0.44, 0.36, -4.67)  -0.0003
N (-2.08, 0.31, -0.79)  0.0349
C (-2.81, 1.37, -0.56)  0.0009
C (-2.21, 2.66, -0.44)  0.0153
C (-2.95, 3.75, -0.08)  -0.0010
C (-4.32, 3.64, 0.15)  0.0211
C (-4.94, 2.41, -0.03)  -0.0011
C (-4.22, 1.30, -0.39)  0.0149
H (-1.15, 2.73, -0.62)  0.0016
H (-2.46, 4.71, 0.03)  -0.0006
H (-4.89, 4.50, 0.47)  0.0015
H (-6.01, 2.33, 0.13)  -0.0007
H (-4.70, 0.34, -0.51)  0.0012
C (4.16, -0.56, 2.62)  -0.0001
Si (2.31, -1.02, 2.51)  0.0001
C (2.02, -2.70, 3.41)  -0.0001
C (1.29, 0.37, 3.32)  0.0001
C (1.89, -1.48, 0.68)  -0.0003
H (4.46, -0.36, 3.65)  0.0000
H (4.37, 0.33, 2.04)  0.0000
H (4.79, -1.35, 2.24)  0.0000
H (1.96, -2.59, 4.49)  0.0000
H (2.82, -3.40, 3.20)  0.0000
H (1.09, -3.16, 3.09)  0.0000
H (1.22, 0.23, 4.40)  0.0001
H (0.27, 0.42, 2.95)  0.0000
H (1.75, 1.34, 3.15)  0.0000
H (1.20, -2.33, 0.69)  -0.0001
H (2.82, -1.86, 0.22)  -0.0001
N (1.32, -0.47, -0.17)  -0.0068
C (2.14, 0.58, -0.49)  0.0012
C (1.78, 2.03, -0.14)  0.0013
C (3.92, 3.22, -0.88)  0.0000
C (3.82, 4.13, 0.31)  -0.0002
C (2.82, 4.35, 1.19)  0.0000
C (1.52, 3.78, 1.43)  -0.0002
C (1.01, 2.65, 0.87)  0.0017
H (4.38, 3.76, -1.73)  0.0000
H (4.72, 4.73, 0.45)  0.0000
H (3.05, 5.13, 1.91)  0.0000
H (0.94, 4.27, 2.20)  0.0000
H (0.10, 2.20, 1.24)  0.0013


4.
Density functional theory data (the ωB97M-V functional and the def2-TZVPD basis) for 2 unconnected molecules or ions with the total composition C8H19Cl2N.

Computed properties:
HOMO level in eV: -8.158
HOMO-LUMO gap in Ha: 0.3292
SMILES: CCN(CC)CC.ClCCCl
ΔE to the lowest compared entry with this formula, charge and spin in eV: 1.1403

Each line ends with the natural charge from an NBO analysis.
Element x y z (Å)
C (2.30, -12.59, 30.40)  -0.6089
C (0.88, -13.16, 31.04)  -0.2469
N (-0.18, -12.57, 30.10)  -0.4401
C (-1.41, -13.30, 30.16)  -0.1750
C (-1.96, -13.70, 31.30)  -0.6099
C (-0.37, -11.10, 30.27)  -0.2181
C (-0.85, -10.54, 28.94)  -0.6226
H (3.07, -13.04, 30.89)  0.1968
H (2.52, -11.68, 30.68)  0.1942
H (2.48, -12.84, 29.41)  0.2152
H (0.76, -12.77, 32.04)  0.1934
H (0.78, -14.14, 30.64)  0.2194
H (-1.06, -14.35, 29.66)  0.1298
H (-2.24, -12.90, 29.54)  0.2070
H (-1.53, -13.80, 32.13)  0.2065
H (-2.52, -14.48, 31.09)  0.2156
H (-2.56, -12.73, 31.51)  0.1689
H (0.54, -10.82, 30.49)  0.1854
H (-0.99, -10.81, 31.12)  0.1619
H (-1.11, -9.57, 28.83)  0.2123
H (-1.88, -10.78, 28.47)  0.2020
H (-0.17, -10.85, 28.26)  0.2107
Cl (3.95, -14.04, 35.37)  -0.0835
C (2.34, -13.62, 34.60)  -0.3739
C (1.36, -13.12, 35.60)  -0.3601
Cl (-0.29, -13.01, 34.81)  -0.0730
H (2.01, -14.62, 34.32)  0.2158
H (2.49, -13.08, 33.59)  0.2394
H (1.76, -12.08, 35.84)  0.2186
H (1.29, -13.66, 36.46)  0.2194


5.
Density functional theory data (the ωB97M-V functional and the def2-TZVPD basis) for a molecular structure, C19H18IN6O2RhS2.

Computed properties:
Total charge: +2
HOMO level (spin up / spin down) in eV: -12.921 / -12.918
HOMO-LUMO gap (spin up / spin down) in Ha: 0.1562 / 0.1545
ΔE to the lowest compared entry with this formula, charge and spin in eV: 0.0000

Each line ends with the natural charge from an NBO analysis.
Element x y z (Å)
Rh (0.60, 0.57, -0.73)  1.0681
O (-1.37, -3.44, 2.59)  -0.6498
C (-1.01, -2.46, 3.43)  0.3730
C (-1.18, -2.71, 4.79)  -0.2692
C (-0.82, -1.76, 5.73)  -0.1259
C (-0.27, -0.54, 5.33)  -0.2329
C (-0.09, -0.29, 4.00)  -0.1636
C (-0.46, -1.23, 3.02)  -0.2059
C (-0.25, -0.87, 1.63)  0.5817
O (0.41, 0.20, 1.32)  -0.6167
N (-0.78, -1.65, 0.70)  -0.4322
N (-0.64, -1.17, -0.54)  -0.3870
C (-1.20, -1.92, -1.49)  -0.0916
S (-1.31, -1.40, -3.12)  0.3748
C (-2.34, -2.79, -3.68)  -0.5149
C (-2.03, -3.99, -2.81)  -0.5434
S (-1.90, -3.44, -1.09)  0.4744
H (-1.26, -3.14, 1.67)  0.4980
H (-1.60, -3.66, 5.08)  0.2447
H (-0.96, -1.97, 6.78)  0.2353
H (0.01, 0.20, 6.07)  0.2311
H (0.33, 0.65, 3.67)  0.2237
H (-2.07, -2.97, -4.73)  0.2679
H (-3.38, -2.49, -3.62)  0.2501
H (-1.08, -4.45, -3.08)  0.2466
H (-2.81, -4.74, -2.86)  0.2763
I (1.61, 0.45, -3.34)  0.4067
C (3.22, 0.64, -1.98)  0.0923
C (4.54, 0.62, -2.36)  -0.2546
C (5.48, 0.80, -1.34)  -0.0909
C (5.05, 1.02, -0.04)  -0.2185
C (3.69, 0.99, 0.23)  0.0766
N (2.79, 0.79, -0.73)  -0.5354
H (4.83, 0.48, -3.39)  0.2633
H (6.53, 0.76, -1.58)  0.2610
H (5.76, 1.20, 0.76)  0.2649
H (3.31, 1.14, 1.24)  0.2449
N (-3.73, 3.57, -1.64)  -0.7541
C (-2.40, 3.55, -1.42)  0.3849
C (-1.73, 2.38, -0.99)  -0.0459
N (-0.42, 2.41, -0.81)  -0.3438
C (0.28, 3.53, -1.03)  -0.0763
C (-0.40, 4.66, -1.45)  0.0661
N (-1.70, 4.66, -1.65)  -0.3875
H (-4.33, 2.83, -1.33)  0.4113
H (-4.15, 4.42, -1.96)  0.4331
H (-2.26, 1.46, -0.79)  0.2244
H (1.35, 3.52, -0.85)  0.2284
H (0.13, 5.59, -1.63)  0.2367


6.
Density functional theory data (the ωB97M-V functional and the def2-TZVPD basis) for 7 unconnected molecules or ions with the total composition C32H60O9.

Computed properties:
HOMO level in eV: -8.638
HOMO-LUMO gap in Ha: 0.3427
SMILES: C=CCC(=O)O[C@H](O)CC=C.C1CCOC1.C1CCOC1.C1CCOC1.C1CCOC1.C1CCOC1.C1CCOC1
ΔE to the lowest compared entry with this formula, charge and spin in eV: 0.0000

Each line ends with the Löwdin charge.
Element x y z (Å)
C (0.57, -2.40, -1.78)  0.0126
C (0.53, -1.05, -1.73)  -0.1603
C (-0.23, -0.25, -0.69)  -0.0714
C (-0.78, 0.96, -1.40)  -0.4667
O (-0.07, 1.87, -1.71)  0.1375
O (-2.11, 1.00, -1.68)  0.0721
C (-2.66, -0.18, -2.24)  -0.3820
O (-3.16, 0.16, -3.52)  0.0249
C (-3.79, -0.70, -1.34)  -0.1044
C (-3.58, -2.11, -0.84)  -0.1603
C (-3.16, -3.10, -1.62)  0.0047
H (0.73, -2.97, -0.87)  0.0651
H (0.46, -2.89, -2.74)  0.0606
H (1.05, -0.47, -2.49)  0.1111
H (0.44, 0.06, 0.11)  0.1032
H (-1.06, -0.83, -0.28)  0.1165
H (-1.91, -0.95, -2.39)  0.1197
H (-2.93, -0.55, -4.12)  0.0974
H (-3.96, -0.02, -0.51)  0.1216
H (-4.71, -0.69, -1.94)  0.1109
H (-3.78, -2.28, 0.21)  0.0883
H (-2.92, -4.07, -1.21)  0.0646
H (-3.02, -2.89, -2.67)  0.0686
C (-7.70, -2.77, 3.52)  -0.1712
C (-6.92, -4.00, 3.06)  -0.1696
C (-6.16, -3.46, 1.86)  -0.2108
O (-5.91, -2.07, 2.14)  -0.1526
C (-6.69, -1.66, 3.26)  -0.2058
H (-8.02, -2.82, 4.56)  0.1105
H (-8.58, -2.64, 2.90)  0.1128
H (-6.23, -4.32, 3.84)  0.1135
H (-7.55, -4.85, 2.81)  0.1111
H (-6.75, -3.52, 0.95)  0.1140
H (-5.21, -3.96, 1.70)  0.1139
H (-6.03, -1.52, 4.12)  0.1171
H (-7.17, -0.70, 3.04)  0.1162
C (2.94, 0.17, 3.56)  -0.1568
C (3.18, -1.28, 3.96)  -0.1630
C (1.83, -1.92, 3.63)  -0.1975
O (1.30, -1.18, 2.52)  -0.1428
C (2.05, 0.01, 2.33)  -0.2156
H (3.85, 0.73, 3.36)  0.1155
H (2.39, 0.69, 4.35)  0.1146
H (3.96, -1.72, 3.33)  0.0835
H (3.46, -1.41, 5.00)  0.1136
H (1.14, -1.84, 4.47)  0.1176
H (1.92, -2.97, 3.35)  0.1078
H (2.66, -0.10, 1.42)  0.1029
H (1.37, 0.85, 2.19)  0.1177
C (-7.66, -3.50, -3.74)  -0.1656
C (-7.94, -4.93, -3.27)  -0.1699
C (-6.53, -5.50, -3.16)  -0.2033
O (-5.68, -4.41, -2.81)  -0.1573
C (-6.39, -3.17, -2.97)  -0.2132
H (-8.47, -2.81, -3.53)  0.1122
H (-7.47, -3.49, -4.81)  0.1139
H (-8.42, -4.92, -2.29)  0.1116
H (-8.58, -5.50, -3.95)  0.1102
H (-6.20, -5.91, -4.12)  0.1169
H (-6.45, -6.28, -2.41)  0.1158
H (-6.61, -2.78, -1.97)  0.1143
H (-5.75, -2.46, -3.49)  0.1116
C (2.83, 6.02, -2.56)  -0.1697
C (1.63, 5.11, -2.36)  -0.1655
C (2.23, 3.98, -1.53)  -0.2075
O (3.27, 4.57, -0.74)  -0.1459
C (3.55, 5.89, -1.22)  -0.2180
H (2.57, 7.05, -2.79)  0.1098
H (3.47, 5.64, -3.36)  0.1127
H (0.85, 5.62, -1.79)  0.1154
H (1.19, 4.76, -3.29)  0.1131
H (2.67, 3.21, -2.17)  0.1182
H (1.50, 3.51, -0.87)  0.0947
H (3.16, 6.61, -0.49)  0.1175
H (4.63, 6.03, -1.30)  0.1014
C (6.59, 6.78, 1.35)  -0.1740
C (7.60, 7.29, 2.38)  -0.1719
C (8.62, 7.99, 1.49)  -0.2085
O (7.90, 8.49, 0.36)  -0.1401
C (6.59, 7.92, 0.34)  -0.2131
H (5.60, 6.58, 1.76)  0.1116
H (6.96, 5.87, 0.88)  0.1155
H (7.12, 8.00, 3.05)  0.1126
H (8.04, 6.50, 2.98)  0.1098
H (9.38, 7.30, 1.13)  0.1158
H (9.12, 8.82, 1.99)  0.1149
H (5.87, 8.70, 0.63)  0.1187
H (6.36, 7.59, -0.67)  0.1040
C (5.01, -1.93, 0.69)  -0.1620
C (5.26, -3.38, 1.11)  -0.1617
C (3.99, -4.06, 0.65)  -0.1952
O (3.54, -3.35, -0.50)  -0.1458
C (4.26, -2.12, -0.62)  -0.1948
H (5.91, -1.34, 0.58)  0.1176
H (4.36, -1.44, 1.42)  0.0718
H (6.13, -3.78, 0.57)  0.1133
H (5.45, -3.50, 2.18)  0.1077
H (3.20, -4.01, 1.41)  0.1075
H (4.14, -5.11, 0.38)  0.1171
H (4.96, -2.21, -1.46)  0.1192
H (3.57, -1.31, -0.84)  0.1061


Number 1: energy -1919.048195 Eh. Number 2: energy -578.773620 Eh. Number 3: energy -2957.382178 Eh. Number 4: energy -1291.138877 Eh. Number 5: energy -2417.878253 Eh. Number 6: energy -1932.251009 Eh.